The following is a quantum chemistry calculation of a molecular structure, C20H46BFGaN2O37S9 at a distorted geometry, from the OMol25 dataset.

The calculation puts the frontier orbital gap at 4.99 eV. The charge is -1. The calculation puts the lowest unoccupied orbital energy at 0.927 eV. The HOMO energy is -0.149 Ha. Its total energy is -253504.8820 eV.

```
117
Properties=species:S:1:pos:R:3:forces:R:3:mulliken_charge:R:1
H -4.57643 -4.19165 3.23628 0.01 0.00 -0.01 0.240
C -3.91476 -3.86677 2.42930 -0.19 0.08 0.54 -0.282
C 4.46488 -5.39530 -9.14597 -0.41 -0.40 -0.05 0.080
H -1.23443 4.08203 4.75685 -0.04 0.03 0.01 0.292
S -5.99561 4.63413 8.31419 -0.44 -0.28 -0.35 1.009
O 9.57374 5.34290 -5.51988 -0.17 0.15 -0.07 -0.544
S 0.50694 -0.44449 1.37502 0.23 0.18 -0.40 1.027
C 2.27222 -3.13327 -6.17307 -0.29 -0.21 0.79 0.400
H 3.73019 -4.86605 -8.54421 0.06 0.28 -0.09 -0.015
C -2.47660 -3.79472 2.88805 0.17 0.40 -0.40 -0.128
H 9.57286 3.59646 -1.76099 0.01 0.24 -0.07 0.300
C -1.86203 3.46364 5.40290 0.18 0.32 -0.30 -0.371
F 2.21421 -3.89676 -7.39062 0.35 0.07 -0.08 -0.391
C 5.50793 -6.08865 -8.30284 -0.04 0.30 0.36 -0.287
C 9.01850 3.42445 -2.67959 -0.35 -0.40 0.15 -0.212
H -3.64304 4.33759 4.51420 -0.01 -0.09 -0.18 0.310
O 0.84668 0.26483 2.55164 1.02 -0.70 -0.06 -0.560
C 1.92044 -0.44385 -0.67839 -0.13 -0.28 -0.51 -0.003
O 0.05379 0.59209 0.24292 -0.05 -0.35 -0.01 -0.332
H 4.29782 -4.01344 -5.99407 -0.14 0.15 -0.14 -0.162
O 3.62961 -0.16966 -3.80945 -0.23 0.06 0.35 -0.285
C -8.19534 4.01156 7.35288 0.05 -0.13 -0.50 -0.323
O -5.72840 -2.28341 0.37880 -0.29 0.11 0.04 -0.530
H 2.95384 -0.30462 -0.98409 0.06 -0.09 0.21 0.134
C -4.52714 -2.07808 -2.91285 0.06 0.42 -0.30 -0.323
H 3.37141 -3.89601 -4.49960 0.35 0.02 -0.03 0.258
O -3.22453 2.43013 3.81645 0.36 0.02 -0.01 -0.280
H 5.82507 -5.46285 -7.46668 -0.03 0.00 0.00 0.255
O 5.89972 0.38577 -4.57940 0.00 0.30 0.22 -0.373
H 4.13018 -2.45301 -5.16785 -0.11 -0.04 -0.12 -0.013
H -1.86509 -3.22513 2.18816 0.01 0.04 0.05 0.251
H -4.27937 -2.93587 -3.53083 -0.16 -0.13 0.15 0.305
O 8.72132 4.67449 -3.32173 0.30 -0.03 -0.24 -0.311
C 5.19085 2.18302 -5.88315 0.43 0.31 0.13 -0.014
O 6.63122 -6.26662 -9.18574 -0.12 0.02 -0.27 -0.340
C -5.66425 4.42005 13.28990 -0.40 -0.14 -0.15 -0.316
H -4.78619 -1.23341 -3.55363 0.03 -0.02 -0.01 0.347
H 5.80204 2.97795 -5.45902 -0.10 -0.06 -0.10 0.113
H -4.57935 5.99605 12.27861 -0.02 -0.04 -0.04 0.270
N -0.23902 -0.94262 -3.84063 -0.38 -0.24 -0.52 -0.393
C -3.28001 3.38113 4.88165 -0.29 0.00 0.40 -0.213
C -3.42553 -1.72097 -1.94479 0.47 -0.45 -0.10 0.011
H 3.95586 -6.09905 -9.80794 0.03 -0.01 0.01 0.276
H -1.46283 -1.96952 -6.50225 -0.34 -0.53 0.07 0.265
H 8.07534 2.92505 -2.44749 0.02 -0.01 -0.01 0.211
O 7.64688 -4.15277 -9.94382 0.06 0.06 -0.21 -0.543
O 4.09557 1.92825 -4.98407 -0.02 -0.47 -0.04 -0.345
O -6.81490 6.26442 15.79366 0.03 0.16 0.08 -0.531
H -0.83187 -5.02246 -6.25765 -0.10 -0.23 0.15 0.163
H -2.64400 -1.12479 -2.41212 -0.05 0.17 0.17 0.006
H -2.98410 -2.61406 -1.49823 0.01 0.02 -0.01 0.234
C 1.15013 0.85436 -0.64077 0.39 0.34 0.08 -0.330
S 6.65013 -5.10455 -10.28648 -0.44 -0.11 0.29 1.112
H 1.74950 1.66203 -0.21265 0.02 -0.02 -0.03 0.294
S -5.65734 6.25770 14.97457 0.03 -0.14 -0.36 1.108
O -4.08296 -0.97366 -0.90095 -0.41 0.07 -0.16 -0.240
O 6.61600 -5.71134 -11.57070 0.25 0.03 -0.05 -0.557
H -7.70986 1.89061 7.28077 0.25 0.02 -0.04 0.322
O -5.26484 4.74112 14.62941 0.15 0.26 -0.09 -0.329
C 5.95278 0.87723 -5.92724 -0.26 -0.21 -0.49 -0.347
H 0.78553 1.15189 -1.62060 -0.25 -0.12 0.07 0.374
H 6.98612 1.01001 -6.23808 0.06 -0.03 0.24 0.335
H 1.44186 -1.17019 -1.33653 0.05 0.00 -0.01 0.082
H -6.68183 4.02440 13.32111 0.01 0.01 -0.02 0.330
O 1.85639 -0.94972 0.66525 -0.22 0.39 0.22 -0.369
H 0.27556 -0.28803 -4.43920 -0.36 0.36 0.25 0.174
S -5.59872 -1.44730 -0.76441 0.46 -0.08 -0.47 1.033
O 5.21956 -4.47733 -9.96165 0.40 -0.01 0.23 -0.300
C -7.58148 2.75331 7.92882 -0.36 -0.10 0.31 -0.300
H 5.16744 -7.04909 -7.92616 0.15 -0.10 -0.15 0.317
O -5.72741 4.85738 9.69136 0.15 0.15 -0.16 -0.450
S 8.63764 4.47484 -4.90565 0.23 -0.27 0.41 1.080
O -5.66019 -2.36729 -2.06794 0.13 -0.07 0.34 -0.328
O 7.27310 4.44175 -5.29494 0.12 0.24 -0.25 -0.570
O -1.91846 -5.99923 0.55943 -0.09 -0.22 -0.09 -0.506
B -0.61439 -2.03397 -4.78666 0.34 -0.77 0.25 0.382
H 10.85655 2.98714 -3.74317 -0.01 -0.01 0.03 0.289
S -2.76794 -5.95063 1.69366 -0.04 0.46 0.16 1.045
H -4.27054 -2.92329 2.02937 -0.02 -0.13 -0.25 0.319
O 9.19600 2.97326 -4.95701 -0.34 0.06 0.12 -0.293
O -4.47469 6.94699 15.34648 -0.03 -0.02 0.21 -0.544
O -3.34791 -7.12669 2.24079 0.13 -0.13 -0.05 -0.582
S -2.04802 1.36335 4.08543 -0.05 0.25 0.00 1.067
N -0.16330 -5.31649 -5.54992 0.41 0.22 0.01 -0.524
S 4.56330 0.89357 -3.85919 0.22 0.29 -0.57 1.056
O -1.77379 -1.95923 -5.58717 0.38 1.50 0.16 -0.618
H -2.37606 -3.37046 3.88334 0.08 -0.23 0.07 0.315
H 0.48048 -1.35068 -3.24901 0.03 0.07 -0.12 -0.140
O -1.38100 2.11691 5.33921 -0.36 -0.14 0.06 -0.348
C 9.81851 2.64987 -3.70541 0.44 0.14 0.17 -0.356
C 3.60068 -3.37564 -5.43299 -0.06 -0.16 -0.11 -0.414
H -4.99873 3.67265 12.86651 0.13 0.03 0.19 0.297
O -1.15007 1.39387 2.99316 -1.07 0.44 0.19 -0.428
C -5.60516 5.73511 12.54612 0.43 0.04 -0.08 -0.137
H -1.81224 3.83925 6.42144 0.06 -0.24 0.07 0.313
H 5.46776 0.14715 -6.57858 0.01 -0.01 0.02 0.279
O -7.50060 5.08139 8.01472 0.07 -0.22 0.39 -0.316
H 9.79174 1.57724 -3.53493 -0.16 -0.02 -0.21 0.335
O -5.15740 5.14255 7.28933 0.30 0.01 0.22 -0.532
H -7.98453 2.52801 8.91808 -0.01 0.00 -0.02 0.271
H -9.26320 4.08136 7.53886 0.06 0.20 0.17 0.322
Ga 0.71051 -3.70007 -4.89952 -0.26 0.00 -0.18 0.034
H 1.33326 -3.89910 -3.41252 0.09 -0.08 -0.06 -0.311
H -3.96348 3.00304 5.64529 0.02 0.07 0.04 0.189
O -0.44125 -1.50070 1.40461 -0.09 -0.03 0.13 -0.396
O -3.92241 -4.87735 1.41078 0.38 -0.02 -0.06 -0.236
H 2.16368 -2.08560 -6.48090 0.22 -0.13 -0.14 0.183
O -6.08202 6.70253 13.49668 -0.19 -0.29 0.26 -0.321
H 4.82056 2.48313 -6.85956 -0.26 -0.06 0.10 0.317
H -8.00662 4.09429 6.28079 -0.02 -0.04 0.01 0.276
O 4.93833 1.62231 -2.69619 -0.03 -0.23 0.20 -0.632
O -2.62289 0.15273 4.55244 0.11 -0.07 0.00 -0.597
H -6.22153 5.73968 11.65728 -0.15 0.20 0.12 0.209
O -6.18763 3.06565 8.07056 0.02 0.26 -0.20 -0.308
O -2.02727 -5.16268 2.87419 -0.39 -0.21 0.06 -0.351
O -6.44138 -0.31788 -0.94890 -0.09 0.01 0.26 -0.587
H -0.68820 -5.72766 -4.78315 -0.10 0.01 -0.17 0.201
```
Forces are in eV/Å.



The following is a quantum chemistry calculation of 3 unconnected molecules or ions with the total composition C20H46F3N3O15P2S at a distorted geometry, from the OMol25 dataset.

The calculation puts the frontier orbital gap at 9.12 eV. The calculation puts the lowest unoccupied orbital energy at -0.507 eV. The SMILES is N[C@H](CCCS(=O)(=O)O)O[C@H](COC(F)(F)F)[C@H](N)ON=O.CCOP(=O)(OCC)OCC.CCOP(=O)(OCC)OCC. The HOMO energy is -0.354 Ha. Its total energy is -94235.5598 eV.

```
90
Properties=species:S:1:pos:R:3:forces:R:3:mulliken_charge:R:1
H 0.60683 -1.49299 6.65039 -0.06 -0.33 0.02 0.368
H -3.62131 -3.21226 4.28923 0.02 0.00 0.24 0.410
H 0.62619 -1.22630 -3.70575 0.01 -0.02 0.01 0.275
H 1.60113 2.26418 -10.54216 -0.03 0.01 0.03 0.388
H -3.43596 2.34487 2.65610 -0.04 -0.19 0.02 0.207
H 2.59951 -2.64743 3.54252 -0.26 0.16 -0.16 0.255
H 2.44406 -0.08914 6.40423 0.13 0.04 -0.05 0.342
H -4.53782 3.59480 2.10349 -0.02 -0.01 -0.02 0.348
H -5.65095 -2.22075 4.26819 -0.17 0.13 -0.05 0.373
O -1.13538 1.70320 -0.01725 0.20 -0.40 -0.37 -0.309
H 0.68912 2.08231 0.77292 -0.09 0.07 -0.05 0.334
H -0.17918 0.79868 1.59130 -0.19 -0.04 -0.07 0.053
C 5.93252 1.87834 -8.21781 0.07 0.21 0.07 -0.974
O 2.83415 0.38979 -8.01060 0.21 0.48 -0.19 -0.268
H -1.42702 0.58923 -4.24654 0.05 -0.03 0.01 0.336
H 2.00245 -0.14711 -9.77647 0.09 -0.05 0.08 0.336
C -1.07814 -2.34910 4.89119 -0.35 -0.41 0.38 -0.549
O -2.56712 -0.08509 1.08662 0.37 -1.62 -1.08 -0.446
H 0.93019 0.78205 -8.74548 0.07 0.06 0.20 0.312
H -5.12879 -0.88960 3.27184 0.10 0.37 0.15 0.067
O 1.40078 1.68276 -6.35394 0.48 1.86 -0.35 -0.742
F 2.84112 2.04415 4.84522 -0.40 -0.01 -0.14 -0.277
C 0.78139 0.19102 -0.24649 -0.04 0.11 -0.20 -1.039
O -2.64541 0.49562 -1.61036 0.34 -1.48 0.15 -0.366
C -4.65984 1.76354 0.97022 -0.14 0.08 0.28 -0.252
C -4.43644 2.52000 2.26157 -0.05 0.16 0.03 -1.007
H 6.04986 1.45331 -6.10571 -0.08 0.02 0.07 0.398
O -4.37830 0.80395 5.51552 1.05 -0.70 0.03 -0.556
O 4.13937 1.97202 -6.57114 -0.63 1.36 -0.26 -0.333
N 2.66519 -3.71095 7.45736 -0.06 0.39 -0.10 0.077
O -6.61619 0.01833 5.41395 -0.28 -0.88 -0.11 -0.674
C 0.05482 1.21217 0.60958 0.36 -0.12 0.23 0.022
H -4.70834 -1.99276 6.76170 0.06 -0.07 0.16 0.370
H 1.84394 0.81456 -4.14773 -0.02 0.03 -0.12 0.304
N 2.02019 -3.24724 4.12205 0.27 -0.18 0.22 -0.500
C 1.86366 -0.23054 5.49141 -0.17 -0.57 -0.07 -1.141
H -3.33150 1.53650 -3.22133 -0.06 -0.08 0.07 0.407
H -0.94675 -2.80642 5.87694 -0.01 0.06 0.06 0.424
C 2.33696 -0.12198 -4.41041 -0.19 -0.07 0.19 -0.260
F 1.09150 2.19437 3.53769 0.39 -0.04 0.42 -0.181
H -0.43631 0.76858 -2.81028 0.02 0.15 0.11 -0.341
H -5.55759 2.12403 0.46560 0.07 0.04 -0.09 0.324
H 1.81852 -2.21017 -4.56526 0.02 0.01 0.01 0.358
C 5.36456 1.29711 -6.93683 0.30 -0.09 -0.11 -0.230
H 6.55865 1.14490 -8.72516 -0.01 -0.02 0.01 0.304
H -2.63819 -1.40924 5.99130 -0.12 0.25 -0.02 0.394
C -3.50580 -2.14701 4.10403 -0.01 0.51 -0.28 -0.371
P -2.44496 0.79194 -0.08219 -1.22 3.67 1.40 0.632
C 1.32294 -1.23816 -4.54527 0.05 -0.24 -0.05 -1.049
O 3.09453 0.02772 -5.61099 0.21 0.25 -0.25 -0.356
H 2.54770 -0.35560 4.64920 -0.06 0.27 -0.12 0.413
O 0.97414 0.86220 5.30819 0.42 0.45 -0.01 -0.195
H 2.53513 2.79338 -9.13088 -0.15 0.03 0.00 0.294
H -2.38942 2.51449 -2.11771 0.03 -0.09 0.24 0.326
O -5.07875 -1.11119 6.90432 0.39 -0.59 -0.53 -0.480
C -1.19955 1.25549 -3.41410 -0.09 -0.18 -0.19 -0.397
H -5.16775 2.21023 3.00998 0.03 0.04 0.05 0.343
C -4.88485 -1.44916 4.17106 0.34 -1.24 0.52 -0.601
H -0.61067 -4.22659 4.38682 0.01 -0.10 -0.08 0.360
H 1.22108 0.66367 -1.12689 -0.01 0.00 0.00 0.222
O 0.01615 -1.45155 4.67772 -0.17 -0.19 0.05 -0.155
F 1.03900 3.05405 5.52951 0.21 -0.48 -0.37 -0.272
H -3.18100 -2.07028 3.06712 -0.02 -0.14 -0.05 0.157
H 2.56054 -4.10607 4.18512 -0.10 -0.10 -0.02 0.282
H -2.14870 -0.54570 4.51975 -0.15 0.17 0.22 0.142
H 1.58728 -0.27470 0.32191 -0.03 -0.01 0.03 0.448
H -0.78860 2.17634 -3.82698 0.00 0.00 -0.01 0.339
C 1.95886 0.70565 -9.09998 -0.30 0.04 -0.35 -0.281
H 5.13484 2.18739 -8.89017 -0.03 -0.16 -0.04 0.190
H 0.10129 -0.58950 -0.59508 0.02 -0.07 0.13 0.301
P 2.75942 1.22653 -6.65217 -0.06 -3.90 1.11 0.935
H -4.80238 0.70068 1.16571 0.08 -0.02 -0.01 0.246
O 2.16292 -3.93310 8.47246 0.02 -0.42 0.06 -0.266
S -5.23189 -0.34380 5.50647 -1.56 2.77 -0.10 1.296
O 1.69390 -3.74027 6.38649 -0.29 0.14 0.07 -0.280
C 2.00109 -2.69681 5.46963 0.55 0.04 -0.01 -0.386
N -1.09891 -3.45488 3.95027 0.36 0.00 0.11 -0.595
C -2.44230 1.53851 -2.59380 0.13 0.22 -0.24 -0.394
C -2.38770 -1.52269 4.93703 0.55 -0.24 -0.57 -0.312
C 1.02570 -1.51058 5.63892 0.17 0.68 -0.41 0.400
H 0.75544 -1.14937 -5.47156 -0.05 0.19 0.04 0.247
H 3.04815 -0.35200 -3.61468 0.05 0.00 -0.05 0.320
H -0.50622 -3.22538 3.15962 -0.19 0.17 -0.14 0.254
C 1.49185 2.00610 4.81446 -0.47 0.28 0.20 0.785
H 6.54324 2.75742 -8.01164 -0.04 0.03 -0.01 0.321
O -3.56125 1.95678 0.07458 0.24 -0.31 -0.33 -0.350
H 3.00298 -2.31972 5.72701 -0.03 -0.08 0.32 0.621
H 5.20275 0.22569 -7.02418 -0.23 0.01 -0.01 0.288
C 2.37099 1.96996 -9.82897 0.22 -0.05 0.01 -1.009
H 3.29869 1.81459 -10.38157 0.01 0.00 0.01 0.244
```
Forces are in eV/Å.